Record 1
The following is a quantum chemistry calculation of a cluster of 10 separate species, C38H51BrClF10O28PSi in total at a distorted geometry, from the OMol25 dataset.

Calculated values
Structure (SMILES): C=CCP(F)(Br)(CCO[Si](C)(C)C)C[C@H](C)Cl.O=C1OC[C@@H](F)O1.O=C1OC[C@@H](F)O1.O=C1OC[C@@H](F)O1.O=C1OC[C@@H](F)O1.O=C1OC[C@@H](F)O1.O=C1OC[C@@H](F)O1.O=C1OC[C@@H](F)O1.O=C1OC[C@@H](F)O1.O=C1OC[C@@H](F)O1
HOMO-LUMO gap (eV): 8.807
Molar mass (g/mol): 1320.20
Max |F| (eV/A): 1.099
LUMO (eV): 0.3

Atoms and positions in Å:
1 C 1.892 -2.143 0.649
2 C 1.252 -2.566 -0.436
3 C 0.126 -1.811 -1.085
4 P -1.489 -1.702 -0.223
5 F -1.766 -0.251 -1.106
6 Br -1.236 -3.800 0.906
7 C -3.005 -2.323 -1.023
8 C -4.181 -1.332 -0.945
9 O -5.392 -2.072 -0.957
10 Si -6.732 -1.428 -0.233
11 C -8.217 -2.323 -0.908
12 C -6.908 0.392 -0.665
13 C -6.707 -1.609 1.632
14 C -1.575 -0.787 1.350
15 C -0.849 0.565 1.334
16 C 0.160 0.756 2.464
17 Cl -2.072 1.904 1.423
18 H 2.019 -1.093 0.901
19 H 2.314 -2.861 1.341
20 H 1.576 -3.476 -0.929
21 H 0.441 -0.786 -1.298
22 H -0.137 -2.277 -2.041
23 H -3.305 -3.279 -0.611
24 H -2.740 -2.442 -2.073
25 H -4.158 -0.667 -1.811
26 H -4.102 -0.697 -0.053
27 H -9.132 -1.897 -0.485
28 H -8.189 -3.396 -0.713
29 H -8.252 -2.187 -1.995
30 H -7.967 0.664 -0.671
31 H -6.385 1.030 0.051
32 H -6.470 0.584 -1.650
33 H -7.294 -2.481 1.931
34 H -5.706 -1.708 2.059
35 H -7.180 -0.729 2.079
36 H -1.199 -1.407 2.159
37 H -2.633 -0.608 1.553
38 H -0.326 0.724 0.395
39 H 0.214 1.818 2.702
40 H 1.147 0.485 2.090
41 H -0.069 0.173 3.355
42 C 2.619 -6.774 -2.764
43 C 3.813 -6.893 -3.687
44 O 4.127 -5.538 -3.954
45 C 3.703 -4.794 -2.895
46 O 4.012 -3.670 -2.686
47 O 2.881 -5.527 -2.111
48 F 3.511 -7.519 -4.851
49 H 1.695 -6.693 -3.338
50 H 2.563 -7.583 -2.045
51 H 4.679 -7.382 -3.241
52 C 2.292 -12.189 -0.898
53 C 3.464 -12.330 -1.851
54 O 3.746 -10.979 -2.175
55 C 3.339 -10.205 -1.135
56 O 3.643 -9.067 -0.984
57 O 2.549 -10.913 -0.303
58 F 3.141 -13.004 -2.976
59 H 1.352 -12.151 -1.450
60 H 2.245 -12.960 -0.136
61 H 4.356 -12.782 -1.415
62 C -2.200 -0.810 -4.897
63 C -3.449 -0.240 -5.541
64 O -4.211 -1.404 -5.805
65 C -3.865 -2.351 -4.898
66 O -4.469 -3.342 -4.675
67 O -2.723 -1.980 -4.262
68 F -3.194 0.394 -6.711
69 H -1.456 -1.094 -5.644
70 H -1.751 -0.147 -4.162
71 H -4.015 0.415 -4.883
72 C 4.671 3.022 4.064
73 C 3.719 3.600 3.044
74 O 3.498 2.496 2.181
75 C 3.665 1.362 2.921
76 O 3.295 0.289 2.572
77 O 4.273 1.645 4.087
78 F 4.294 4.612 2.334
79 H 5.708 3.088 3.736
80 H 4.567 3.474 5.044
81 H 2.767 3.937 3.449
82 C 8.730 3.259 0.465
83 C 7.785 3.543 1.614
84 O 8.573 4.353 2.460
85 C 9.493 5.003 1.686
86 O 10.138 5.927 2.040
87 O 9.543 4.434 0.458
88 F 7.426 2.418 2.285
89 H 9.349 2.387 0.684
90 H 8.235 3.131 -0.493
91 H 6.878 4.087 1.339
92 C 4.863 6.268 7.818
93 C 3.836 7.326 7.463
94 O 3.127 6.710 6.404
95 C 3.213 5.361 6.567
96 O 2.542 4.568 5.999
97 O 4.173 5.063 7.472
98 F 4.402 8.470 7.018
99 H 5.752 6.374 7.194
100 H 5.143 6.256 8.866
101 H 3.136 7.570 8.264
102 C 0.908 6.973 2.122
103 C -0.562 7.016 2.494
104 O -0.855 5.649 2.718
105 C 0.290 5.031 3.099
106 O 0.358 3.950 3.583
107 O 1.357 5.828 2.856
108 F -1.340 7.485 1.495
109 H 1.031 6.799 1.053
110 H 1.465 7.856 2.422
111 H -0.786 7.579 3.403
112 C 0.070 2.924 -1.768
113 C 1.451 2.640 -2.324
114 O 1.942 3.938 -2.591
115 C 1.327 4.799 -1.737
116 O 1.689 5.909 -1.527
117 O 0.262 4.204 -1.157
118 F 1.409 1.929 -3.475
119 H -0.665 3.004 -2.570
120 H -0.264 2.195 -1.038
121 H 2.129 2.140 -1.629
122 C -9.251 1.620 -3.798
123 C -9.210 0.158 -3.398
124 O -7.901 -0.217 -3.784
125 C -7.120 0.891 -3.745
126 O -5.933 0.879 -3.763
127 O -7.880 2.002 -3.659
128 F -10.111 -0.590 -4.073
129 H -9.556 1.723 -4.840
130 H -9.882 2.236 -3.164
131 H -9.330 -0.029 -2.329

=====

Record 2
The following is a quantum chemistry calculation of a cluster of 2 separate species, CH3BrP2 in total at a distorted geometry, from the OMol25 dataset.

Calculated values
HOMO-LUMO gap (spin up / spin down) (eV): 5.545 / 7.781
Molar mass (g/mol): 156.89
Max |F| (eV/A): 1.523
LUMO (spin up / spin down) (eV): -3.1 / -1.9
ΔE to the lowest compared entry with this formula, charge and spin (kJ/mol): 160.1

Atoms and positions in Å:
1 C -0.306 0.173 -0.755
2 P -1.791 -0.151 0.295
3 P -2.787 1.572 0.178
4 Br -5.696 -0.403 -0.122
5 H 0.207 1.090 -0.634
6 H 0.516 -0.507 -0.572
7 H -0.841 0.114 -1.746

=====

Record 3
The following is a quantum chemistry calculation of an isolated molecule of C3H6N2 at a distorted geometry, from the OMol25 dataset.

Calculated values
Structure (SMILES): [H]/N=C/N1CC1
HOMO-LUMO gap (eV): 10.619
Molar mass (g/mol): 70.09
Max |F| (eV/A): 3.544
LUMO (eV): 1.1
ΔE to the lowest compared entry with this formula, charge and spin (kJ/mol): 188.1

Atoms and positions in Å:
1 C -1.153 -0.446 -0.302
2 C 0.891 0.938 -0.163
3 C 1.172 -0.465 0.216
4 H -2.842 0.146 0.316
5 H -1.350 -1.504 -0.279
6 H 0.419 1.486 0.672
7 H 1.578 1.440 -0.767
8 H 0.937 -0.925 1.144
9 H 2.110 -0.964 -0.118
10 N -1.947 0.477 0.020
11 N 0.186 -0.184 -0.739

=====

Record 4
The following is a quantum chemistry calculation of a cluster of 2 separate species, C5H13NO in total at a distorted geometry, from the OMol25 dataset.

Calculated values
Expectation value of S²: 0.76
Multiplicity: 2
HOMO-LUMO gap (spin up / spin down) (eV): 10.376 / 6.283
Net charge: +1
Molar mass (g/mol): 103.16
Max |F| (eV/A): 5.779
LUMO (spin up / spin down) (eV): -3.7 / -7.8
ΔE to the lowest compared entry with this formula, charge and spin (kJ/mol): 247.4

Atoms and positions in Å:
1 C 1.420 -1.780 -0.584
2 N 0.950 -0.574 0.282
3 C -0.483 -0.477 0.372
4 C -1.208 -1.285 1.171
5 C -2.686 -1.049 1.509
6 C -1.092 0.409 -0.664
7 H 2.441 -1.849 -0.436
8 H 1.158 -2.699 0.029
9 H 0.977 -1.915 -1.515
10 H 1.428 0.239 -0.097
11 H -0.629 -1.955 1.826
12 H -3.299 -1.681 0.836
13 H -3.065 -1.228 2.568
14 H -3.015 -0.009 1.342
15 H -2.243 0.309 -0.655
16 H -0.575 -0.013 -1.575
17 H -0.690 1.473 -0.509
18 H 3.295 3.623 -1.997
19 H 1.669 3.422 -1.706
20 O 2.524 3.923 -1.363

=====

Record 5
The following is a quantum chemistry calculation of an isolated molecule of C23H40N2O3, from the OMol25 dataset.

Calculated values
Structure (SMILES): C=CCOC[C@@H](C(=O)N1CC2(CCCN(C(=O)[C@H](C)C(C)C)C2)C1)C(C)(C)C
HOMO-LUMO gap (eV): 9.686
Molar mass (g/mol): 392.58
Max |F| (eV/A): 0.690
LUMO (eV): 0.6
ΔE to the lowest compared entry with this formula, charge and spin (kJ/mol): 194.6

Atoms and positions in Å:
1 C 3.601 0.834 3.864
2 C 2.890 0.808 2.755
3 C 1.498 1.340 2.652
4 O 0.510 0.399 2.246
5 C 0.843 -0.967 2.414
6 C -0.339 -1.784 1.940
7 C -0.568 -1.533 0.459
8 O 0.227 -1.926 -0.383
9 N -1.734 -0.935 0.103
10 C -2.458 0.149 0.805
11 C -2.398 0.981 -0.510
12 C -3.688 1.612 -1.010
13 C -3.472 2.343 -2.334
14 C -2.306 3.307 -2.234
15 N -1.122 2.605 -1.785
16 C -0.125 2.314 -2.675
17 O -0.183 2.704 -3.829
18 C 1.118 1.601 -2.165
19 C 2.021 2.654 -1.533
20 C 1.804 0.815 -3.272
21 C 0.895 -0.267 -3.835
22 C 3.099 0.186 -2.774
23 C -1.301 2.026 -0.470
24 C -1.949 -0.320 -1.215
25 C -0.196 -3.282 2.246
26 C -1.320 -4.036 1.544
27 C -0.340 -3.499 3.752
28 C 1.145 -3.853 1.794
29 H 4.617 0.461 3.888
30 H 3.195 1.239 4.785
31 H 3.321 0.396 1.845
32 H 1.208 1.748 3.631
33 H 1.466 2.163 1.935
34 H 1.732 -1.234 1.839
35 H 1.047 -1.170 3.471
36 H -1.221 -1.439 2.494
37 H -3.469 -0.155 1.074
38 H -1.911 0.594 1.632
39 H -4.452 0.840 -1.133
40 H -4.067 2.315 -0.256
41 H -3.265 1.623 -3.132
42 H -4.378 2.879 -2.629
43 H -2.097 3.815 -3.168
44 H -2.532 4.079 -1.487
45 H 0.849 0.868 -1.394
46 H 1.472 3.270 -0.818
47 H 2.853 2.195 -1.000
48 H 2.426 3.321 -2.298
49 H 2.045 1.510 -4.082
50 H 0.639 -0.998 -3.062
51 H -0.027 0.154 -4.241
52 H 1.395 -0.801 -4.644
53 H 2.913 -0.456 -1.906
54 H 3.540 -0.434 -3.557
55 H 3.844 0.934 -2.497
56 H -1.618 2.828 0.214
57 H -0.376 1.643 -0.054
58 H -1.047 -0.239 -1.812
59 H -2.757 -0.810 -1.754
60 H -1.208 -3.995 0.458
61 H -1.314 -5.086 1.840
62 H -2.299 -3.617 1.798
63 H 0.476 -3.042 4.315
64 H -1.281 -3.087 4.126
65 H -0.330 -4.567 3.979
66 H 1.982 -3.394 2.326
67 H 1.179 -4.927 1.996
68 H 1.298 -3.703 0.726

=====

Record 6
The following is a quantum chemistry calculation of a cluster of 2 separate species, C31H34BrF3NO5SSi in total at a distorted geometry, from the OMol25 dataset.

Calculated values
HOMO-LUMO gap (eV): 3.823
Net charge: -1
Molar mass (g/mol): 697.67
Max |F| (eV/A): 1.905
LUMO (eV): 0.6
ΔE to the lowest compared entry with this formula, charge and spin (kJ/mol): 0.0

Atoms and positions in Å:
1 C 5.692 0.893 2.509
2 C 6.112 0.387 1.115
3 O 5.284 0.928 0.088
4 C 4.345 0.059 -0.396
5 C 4.662 -1.127 -1.069
6 C 6.099 -1.535 -1.365
7 F 6.062 -2.507 -2.372
8 C 6.995 -0.375 -1.865
9 C 7.608 -0.643 -3.246
10 C 3.645 -1.978 -1.483
11 C 2.304 -1.702 -1.268
12 N 1.316 -2.634 -1.703
13 C 2.001 -0.514 -0.607
14 C 2.998 0.360 -0.177
15 C 2.571 1.609 0.545
16 O 3.094 2.688 0.378
17 C 1.407 1.411 1.481
18 C 1.291 2.079 2.694
19 C 2.285 3.116 3.147
20 S 2.070 4.726 2.348
21 O 1.118 4.652 1.279
22 O 3.377 5.251 2.075
23 C 0.196 1.792 3.504
24 C -0.746 0.862 3.121
25 C -0.655 0.199 1.901
26 C -1.751 -0.808 1.584
27 F -1.319 -1.810 0.780
28 F -2.049 -1.423 2.795
29 C -3.030 -0.124 1.083
30 C -3.801 -0.897 0.003
31 Si -5.615 -0.351 0.009
32 C -6.601 -1.098 1.416
33 C -5.793 1.521 0.103
34 C -6.372 -0.911 -1.604
35 C -5.827 -2.042 -2.222
36 C -6.303 -2.531 -3.429
37 C -7.365 -1.879 -4.031
38 C -7.921 -0.763 -3.421
39 C -7.443 -0.267 -2.226
40 C 0.425 0.502 1.078
41 C 0.596 -0.115 -0.280
42 O -0.309 -0.241 -1.072
43 H 6.461 1.514 2.964
44 H 5.525 0.040 3.169
45 H 4.745 1.418 2.410
46 H 6.054 -0.703 1.136
47 H 7.157 0.634 0.925
48 H 6.570 -2.020 -0.507
49 H 6.415 0.540 -1.962
50 H 7.826 -0.204 -1.179
51 H 8.198 0.226 -3.545
52 H 8.271 -1.507 -3.252
53 H 6.828 -0.765 -3.996
54 H 3.922 -2.901 -1.971
55 H 0.561 -2.718 -1.035
56 H 0.936 -2.313 -2.585
57 H 3.321 2.800 3.063
58 H 2.078 3.309 4.204
59 H 1.491 5.463 3.334
60 H 0.121 2.330 4.442
61 H -1.574 0.627 3.776
62 H -3.673 -0.034 1.966
63 H -2.783 0.896 0.789
64 H -3.397 -0.651 -0.981
65 H -3.753 -1.970 0.185
66 H -6.135 -0.933 2.394
67 H -7.559 -0.570 1.444
68 H -6.835 -2.150 1.249
69 H -5.052 2.063 -0.492
70 H -5.719 1.911 1.124
71 H -6.774 1.832 -0.264
72 H -4.995 -2.567 -1.761
73 H -5.819 -3.395 -3.867
74 H -7.703 -2.217 -5.003
75 H -8.725 -0.273 -3.961
76 H -7.862 0.627 -1.779
77 Br -8.773 -3.103 -1.631

=====

Record 7
The following is a quantum chemistry calculation of an isolated molecule of CH7N2O2P at a distorted geometry, from the OMol25 dataset.

Calculated values
Structure (SMILES): CNOP(N)O
HOMO-LUMO gap (eV): 9.679
Molar mass (g/mol): 110.05
Max |F| (eV/A): 4.659
LUMO (eV): 1.1
ΔE to the lowest compared entry with this formula, charge and spin (kJ/mol): 315.5

Atoms and positions in Å:
1 C 1.563 -1.047 0.656
2 N 0.916 -0.173 -0.365
3 N -2.228 1.845 -0.241
4 O -2.528 -0.280 -1.552
5 O -0.557 0.068 -0.299
6 P -1.590 0.906 -1.457
7 H 2.392 -1.424 0.093
8 H 0.998 -1.783 1.045
9 H 2.000 -0.403 1.398
10 H 0.975 -0.558 -1.256
11 H -2.718 -0.830 -0.798
12 H -1.589 2.163 0.461
13 H -2.747 2.715 -0.419

=====

Record 8
The following is a quantum chemistry calculation of a structure of composition C6HO6Ti at a distorted geometry, from the OMol25 dataset.

Calculated values
Expectation value of S²: 2.47
Multiplicity: 3
HOMO-LUMO gap (spin up / spin down) (eV): 6.618 / 6.192
Net charge: +1
Molar mass (g/mol): 216.94
Max |F| (eV/A): 5.609
LUMO (spin up / spin down) (eV): -6.8 / -6.5
ΔE to the lowest compared entry with this formula, charge and spin (kJ/mol): 186.4

Atoms and positions in Å:
1 O -0.238 2.006 -3.448
2 C -0.187 1.318 -2.516
3 Ti -0.094 0.601 -0.372
4 C 0.109 0.424 1.929
5 O -0.140 1.091 2.873
6 C 0.076 -1.590 0.376
7 O -0.284 -2.613 -0.093
8 C 1.978 0.715 -0.487
9 O 3.087 0.937 -0.674
10 C -2.250 0.380 -0.325
11 O -3.362 0.097 -0.177
12 H -0.058 -0.599 -1.436
13 O 0.771 -1.757 2.650
14 C 0.591 -1.008 1.699